Entry 1:
A structure of composition C22H46LiN4O8 at a distorted geometry, computed with ωB97M-V/def2-TZVPD.

Values from the calculation:
Multiplicity: 1
Molar mass, u: 501.571
Charge: -1
LUMO level, eV: 1.72
E_tot, a.u.: -1694.39904
Energy relative to the best compared isomer or geometry (same formula, charge and spin), kcal/mol: 0.0

Last column: Mulliken charge in e.
Atoms and positions in Å:
O (-3.3899, -1.1631, 1.1451)  -0.8512
O (-1.7060, -2.5823, 3.5683)  -0.3702
O (-6.0994, 2.4550, 2.3455)  -0.7069
O (-4.4006, 4.1283, 1.1062)  -0.7076
O (-1.4678, 0.5461, 0.3841)  0.0725
O (1.2303, 0.7987, 3.8497)  -0.4129
O (0.3685, 0.9328, -3.6923)  -0.2963
O (2.7504, -1.7338, -1.6910)  -0.1417
N (-2.0436, 2.7617, -2.8522)  -0.7443
N (-0.7935, -2.4025, 0.8922)  -0.0280
N (1.9201, 0.4422, 0.2856)  -0.1224
N (-0.1565, -1.3596, -1.9084)  -0.1314
C (-2.5450, 1.0519, 0.8261)  -0.1441
C (2.1984, 0.4446, 1.7124)  0.6859
C (-3.5908, 0.0637, 1.2997)  0.7957
C (0.3820, 1.5328, 4.6954)  -0.8388
C (1.1279, 1.1809, 2.4990)  0.0114
C (0.3170, 1.9947, -2.7563)  0.0648
C (-2.1293, -1.2973, 4.0009)  -0.3004
C (-0.1460, -2.9819, -3.7187)  -1.6157
C (-2.8198, 2.4060, 0.7390)  -0.8426
C (4.0615, -1.3381, -2.0247)  -0.8603
C (-4.7411, 0.5751, 1.9036)  -0.8363
C (-0.3267, -2.6665, 3.2999)  -0.4695
C (-4.0698, 2.9555, 1.1703)  0.2930
C (1.2686, -3.6195, 1.6080)  -1.2466
C (3.6154, 0.9371, 2.0602)  -1.8270
C (2.0108, -2.1286, -2.8215)  -0.7293
C (0.5947, -2.4897, -2.4629)  0.7839
C (-0.3258, 4.4013, -2.4256)  -1.6414
C (1.1265, 1.2255, -4.8372)  -0.9677
C (-0.6541, 3.1158, -3.1502)  0.5823
C (-5.0482, 1.9666, 1.9533)  0.3124
C (-0.1628, -3.2704, 1.9058)  0.4379
Li (0.1196, -0.6914, 0.0171)  1.2545
H (-1.1829, -3.1863, -3.4518)  0.3947
H (1.3753, -4.0159, 0.5893)  0.2357
H (2.1970, 1.2099, -4.5819)  0.3367
H (-0.6494, 1.6034, 4.3285)  0.2991
H (-2.2065, 2.6868, -1.8452)  0.0548
H (0.6408, 4.8116, -2.7292)  0.4229
H (-3.1726, -1.3645, 4.2876)  0.2555
H (2.1733, -0.5747, 2.1153)  -0.3953
H (0.1423, -1.6730, 3.3436)  -0.0736
H (1.3354, 2.4018, -2.5932)  0.3098
H (-0.2404, -0.6227, -2.6069)  0.0518
H (2.4599, -3.0149, -3.2994)  0.3449
H (-1.2425, -2.9779, 0.1906)  0.2504
H (1.6961, -4.4057, 2.2409)  0.4905
H (0.3141, -3.8481, -4.1959)  0.4376
H (-0.7832, -4.1734, 1.9849)  0.3419
H (3.7690, 0.7538, 3.1277)  0.3923
H (2.0392, -1.3410, -3.5917)  0.1341
H (0.3177, 1.0311, 5.6622)  0.2698
H (-2.2745, 1.8305, -3.1867)  0.3527
H (-2.0611, 3.1181, 0.4205)  0.3715
H (-1.0930, 5.1378, -2.6684)  0.4057
H (0.0713, 1.6064, -1.7690)  -0.3162
H (2.0749, 1.3463, -0.1512)  0.2210
H (1.0148, 0.4260, -5.5740)  0.3098
H (-0.2121, -2.1464, -4.4224)  0.2986
H (2.0345, -2.8362, 1.6525)  0.0856
H (-0.3377, 4.2902, -1.3400)  0.2498
H (-1.5146, -0.9724, 4.8529)  0.3016
H (4.3457, 0.3184, 1.5351)  0.4246
H (-1.1015, -1.6435, -1.6665)  0.2647
H (4.5585, -1.0317, -1.1061)  0.2120
H (0.1857, -3.3067, 4.0273)  0.4317
H (-2.0212, -0.5448, 3.2148)  -0.0820
H (3.7519, 2.0059, 1.8901)  0.3777
H (0.7641, 2.5466, 4.8704)  0.3307
H (-5.4529, -0.0658, 2.4141)  0.3836
H (0.8347, 2.1559, -5.3261)  0.2690
H (-0.6061, 3.1845, -4.2404)  0.3743
H (-1.5581, -1.9295, 1.3935)  -0.2049
H (0.5889, -3.2866, -1.7148)  -0.1013
H (0.1449, 0.8760, 2.1047)  -0.1559
H (4.0293, -0.5037, -2.7358)  0.2983
H (1.1957, 2.2650, 2.3157)  0.6748
H (2.5555, -0.1643, -0.2250)  -0.1402
H (4.6247, -2.1682, -2.4671)  0.3476

Entry 2:
A cluster of 6 separate species, C22H46N2O14 in total at a distorted geometry, computed with ωB97M-V/def2-TZVPD.

Values from the calculation:
Multiplicity: 1
Molar mass, u: 562.610
Charge: 0
Structure (SMILES): CCOC(=O)OC.CCOC(=O)OC.CCOC(=O)OC.CCOC(=O)OC.CN(C)C=O.CN(C)C=O
LUMO level, eV: 0.51
E_tot, a.u.: -2028.70863
Energy relative to the best compared isomer or geometry (same formula, charge and spin), kcal/mol: 12.8

Last column: Mulliken charge in e.
Atoms and positions in Å:
O (19.4908, -6.5192, 9.0081)  -0.3923
O (16.3299, 0.7527, 10.9008)  -0.2111
O (12.8642, -4.7767, 19.0207)  -0.3279
O (14.8038, -5.6424, 19.7515)  -0.5873
O (14.6885, -3.8514, 18.3855)  -0.3074
O (20.7217, -6.2005, 10.7164)  -0.2933
O (21.2957, -4.7960, 15.7520)  -0.6798
O (21.7015, -0.9023, 10.1283)  -0.3723
O (19.7132, -4.4151, 9.7025)  -0.4879
O (15.5564, 0.0372, 8.9761)  -0.3918
O (18.2744, -5.2552, 14.0150)  -0.5231
O (19.8002, -0.0481, 10.9241)  -0.5284
O (21.5881, -0.5182, 12.2300)  -0.2645
O (14.6840, 1.8578, 9.8500)  -0.5706
N (18.5030, -3.1110, 13.3177)  0.6570
N (20.7164, -6.5243, 17.0442)  0.1017
C (16.5383, -0.9955, 9.0821)  -0.5226
C (21.9135, -2.1994, 8.1905)  -1.0696
C (20.9253, -0.4386, 11.1040)  0.8109
C (18.1545, -4.4032, 13.1497)  -0.3001
C (16.0780, -3.8057, 18.1296)  -0.4832
C (20.7755, -5.8959, 15.8499)  0.2140
C (21.1428, -1.0405, 8.8369)  0.1479
C (19.9525, -5.5945, 9.8126)  0.8188
C (16.4654, -4.4246, 16.7923)  -0.4147
C (21.0240, 0.0888, 13.3615)  -0.4070
C (11.9930, -5.8994, 19.2933)  -0.6120
C (22.5155, -6.1927, 12.3676)  -1.3739
C (21.4077, -5.3992, 11.6565)  0.7460
C (19.0284, -2.6003, 14.5481)  -0.8860
C (18.4047, -2.2347, 12.1316)  -0.1123
C (19.7395, -7.6000, 17.1725)  -1.1468
C (14.1753, -4.8572, 19.0796)  0.7917
C (16.2706, 1.6356, 12.0151)  -0.4224
C (15.4694, 0.9627, 9.9246)  0.6874
C (21.3089, -6.0606, 18.2581)  -0.9806
C (17.4242, 1.4457, 12.9984)  -0.7332
C (18.5589, -6.2543, 7.9776)  -0.6193
H (11.7073, -6.1952, 18.2826)  0.2613
H (20.2538, -6.4197, 15.0462)  0.3477
H (21.8838, -3.0882, 8.8245)  0.0683
H (20.0457, -0.3093, 13.6333)  -0.0121
H (18.7750, -1.2176, 12.2150)  -0.5971
H (17.5054, -4.7381, 16.8096)  -0.0315
H (17.6879, -4.6825, 12.1937)  0.4759
H (20.0855, -1.3001, 8.7722)  -0.0496
H (17.3844, -2.3324, 11.7655)  0.5109
H (20.2973, -8.5404, 17.3088)  0.4266
H (18.3322, 1.6233, 12.4116)  0.1132
H (16.3982, 2.6247, 11.5636)  0.3568
H (15.7321, -5.1894, 16.5420)  0.3589
H (21.6133, 0.0891, 14.2780)  0.3070
H (16.3631, -3.6414, 16.0378)  0.1573
H (18.0380, -7.1539, 7.6754)  0.2385
H (18.7449, -3.1588, 15.4391)  -0.0093
H (20.6915, -5.0013, 12.3859)  -0.3177
H (17.8206, -5.5295, 8.3335)  0.2644
H (18.5114, -1.6683, 14.8283)  0.2825
H (16.5846, -1.4076, 8.0684)  0.3161
H (16.1273, -1.8673, 9.5914)  0.3058
H (12.5460, -6.7245, 19.7322)  0.3339
H (18.9384, -7.7118, 16.4522)  0.3449
H (17.4653, 2.1422, 13.8282)  0.4618
H (16.3964, -2.7619, 18.1686)  0.3229
H (21.2408, -0.0859, 8.3142)  0.3873
H (19.0919, -5.7471, 7.1720)  0.2831
H (22.1299, -5.3572, 18.1589)  0.3000
H (23.1808, -6.6038, 11.6143)  0.3948
H (21.8220, -4.4722, 11.2447)  0.0992
H (11.1345, -5.5018, 19.8173)  0.2081
H (22.9831, -5.5173, 13.0795)  0.3712
H (15.3097, 1.6248, 12.5295)  0.3517
H (17.4760, 0.4011, 13.3114)  0.0643
H (16.6444, -4.2455, 18.9552)  0.3300
H (19.2785, -7.6777, 18.1669)  0.3701
H (22.9582, -1.9554, 8.0055)  0.3519
H (20.5285, -5.6021, 18.8771)  0.3271
H (20.0877, -2.3494, 14.5780)  0.3546
H (21.9818, -6.9493, 12.9436)  0.2627
H (21.4394, -2.6057, 7.2939)  0.3821
H (20.8751, 1.1671, 13.2374)  0.2956
H (19.0624, -2.6723, 11.3730)  0.0776
H (21.7090, -6.8771, 18.8673)  0.3672
H (17.5203, -0.5956, 9.3115)  0.2300

Entry 3:
A cluster of 3 separate species, C22H46N4O5P in total at a distorted geometry, computed with ωB97M-V/def2-TZVPD.

Values from the calculation:
Multiplicity: 1
Molar mass, u: 477.607
Charge: +1
LUMO level, eV: -5.63
E_tot, a.u.: -1802.21210

Last column: Mulliken charge in e.
Atoms and positions in Å:
P (1.9859, 4.0112, 5.5650)  1.1015
O (3.3872, 3.4186, 5.1224)  -0.4989
O (2.2043, 1.1146, -1.7564)  -0.4969
O (2.2364, 5.3862, 6.2910)  -0.4432
O (0.0219, 0.9550, -1.3215)  -0.3674
O (1.1685, 3.0873, 6.3278)  -0.6070
N (-0.2603, 4.9474, 1.7532)  0.4943
N (0.7299, 5.7907, 2.0653)  -0.9792
N (-5.1978, -2.1897, 0.4198)  0.2311
N (5.5359, -2.8906, -2.4822)  0.1186
C (-1.4742, 0.8819, 0.6126)  -0.5028
C (-0.6145, 3.8839, 2.4560)  0.5672
C (-1.7505, 3.0462, 1.9648)  -0.9905
C (1.1105, 4.4111, 4.0032)  0.0563
C (0.0739, 3.5846, 3.6416)  -0.4511
C (5.6648, -4.0175, -3.3894)  -0.7034
C (-6.3247, -0.6611, -1.3031)  -1.1874
C (-6.0367, -1.8466, 1.5530)  -0.3542
C (0.9226, 3.1010, -1.8894)  -0.7783
C (-0.0493, 0.7279, 0.0956)  -0.7213
C (6.6949, -1.0439, -1.3032)  -1.3422
C (-5.0701, -1.1196, -0.5496)  -0.4143
C (3.9613, -1.2139, -3.6125)  -0.6933
C (6.6989, -2.0257, -2.4658)  -0.3637
C (-5.9180, -2.8340, 2.7043)  -1.4306
C (5.7779, -3.7294, -4.8915)  -0.9642
C (-6.8015, -3.9057, -0.6028)  -0.9656
C (4.2529, -2.2122, -2.4850)  -0.7736
C (1.3844, 5.5058, 3.1523)  -0.2226
C (1.1565, 1.6418, -1.6679)  0.6807
C (-1.4839, 1.5313, 2.0136)  -1.0080
C (-5.3948, -3.5237, -0.1260)  -0.7280
H (0.3455, -0.2548, 0.3329)  0.2905
H (-4.6578, -0.2512, -0.0190)  0.0969
H (-4.8757, -2.9662, 2.9977)  0.3297
H (-6.8598, -4.9872, -0.7340)  0.3787
H (-1.9719, 3.3259, 0.9367)  0.4697
H (-7.0984, -1.7482, 1.2794)  0.2417
H (-6.4706, -2.4620, 3.5675)  0.4378
H (-7.5704, -3.6247, 0.1179)  0.2532
H (3.7195, -1.7100, -4.5515)  0.2951
H (-0.5206, 1.3061, 2.4651)  0.6262
H (-5.7206, -0.8624, 1.9127)  0.4340
H (6.5650, -1.5675, -0.3550)  0.3306
H (-7.1653, -0.4857, -0.6317)  0.2767
H (2.5557, 6.0916, 5.7135)  0.3194
H (-0.0571, 3.2576, -2.3266)  0.3747
H (7.5828, -2.6614, -2.3717)  0.4752
H (3.1010, -0.6037, -3.3387)  0.1751
H (6.0834, -4.6372, -5.4149)  0.3993
H (-6.3311, -3.8103, 2.4514)  0.2910
H (4.1513, -1.6808, -1.5343)  0.3338
H (-4.6856, -3.6630, -0.9451)  0.3606
H (-4.3050, -1.4022, -1.2787)  0.4130
H (-2.2209, 1.0297, 2.6280)  0.5296
H (-7.0503, -3.4538, -1.5615)  0.2589
H (4.8217, -4.6923, -3.2196)  0.3469
H (-2.1078, 1.4218, -0.0832)  0.3716
H (0.9354, 3.5863, -0.9127)  0.0336
H (-1.9198, -0.1021, 0.7216)  0.2467
H (3.4667, -2.9709, -2.4639)  0.3416
H (6.5518, -4.5806, -3.0829)  0.4096
H (6.5223, -2.9627, -5.1073)  0.2732
H (-6.6308, -1.3813, -2.0593)  0.2462
H (6.8219, -1.4616, -3.4042)  0.2586
H (4.7981, -0.5362, -3.7882)  0.2215
H (0.5953, 1.4540, 0.5995)  0.3486
H (-2.6354, 3.3217, 2.5347)  0.3480
H (3.5393, 3.4874, 4.1710)  0.3761
H (-5.0868, -4.2457, 0.6339)  0.3993
H (-6.1190, 0.2780, -1.8217)  0.4413
H (2.1911, 6.1835, 3.3919)  0.4214
H (1.6997, 3.5290, -2.5068)  0.3537
H (7.6449, -0.5089, -1.2697)  0.4345
H (-0.7597, 5.1675, 0.8994)  0.3296
H (5.9035, -0.2985, -1.3993)  0.2129
H (-0.1952, 2.7380, 4.2527)  0.7074
H (4.8267, -3.4178, -5.3211)  0.2238

Question: What is the formula in the second record?
Answer: C22H46N2O14